Entry 1:
C6H10O4 | the ωB97M-V functional and the def2-TZVPD basis

Results
LUMO energy   -0.0202 hartree
Energy above the lowest of the compared OMol25 structures with the same formula, charge and spin   222.42 kcal/mol
Spin multiplicity   1

```
20
C6H10O4 | the OMol25 dataset | the ωB97M-V functional and the def2-TZVPD basis
C 0.9926 0.8829 -0.2432
C 1.3286 0.1209 0.9825
C 0.4828 -0.8761 1.3719
C -0.6895 -1.3301 0.6303
C -1.1166 -0.3807 -0.2823
C 0.0441 0.2109 -1.0304
H 1.2647 3.1941 -0.2652
H 1.9446 1.1095 -0.8040
H 2.1653 0.5872 1.6445
H 0.6703 -1.7486 2.0204
H -1.3447 -1.9350 1.3245
H -0.4170 -3.4577 0.1208
H -1.5883 -1.1253 -0.8700
H -1.2849 1.6334 0.3549
H 0.4401 -0.4960 -1.6374
H -0.9451 2.0040 -1.2815
O 0.7732 2.1608 0.4456
O -0.2690 -2.4057 -0.4615
O -1.9983 0.7783 0.1616
O -0.4530 1.0732 -2.1814
```

Löwdin population analysis, charges in e, atoms 1 to 6: number 1, C, carries -0.3949; number 2, C, carries 0.0004; number 3, C, carries -0.0213; number 4, C, carries -0.3110; number 5, C, carries -0.3049; number 6, C, carries -0.3322

***

Entry 2:
C6H10O4 | the ωB97M-V functional and the def2-TZVPD basis

Results
LUMO energy   0.0122 hartree
Energy above the lowest of the compared OMol25 structures with the same formula, charge and spin   74.16 kcal/mol
Spin multiplicity   1

```
20
C6H10O4 | the OMol25 dataset | the ωB97M-V functional and the def2-TZVPD basis
C 0.0105 0.5895 0.6000
C -1.1029 -0.2911 -0.6509
C 1.5193 0.5681 0.4362
C 0.5935 -2.2039 -0.3974
C -0.4626 1.8571 -0.5711
C -0.4908 -1.3202 0.1541
O -0.4984 0.7465 1.7793
O -1.5046 2.5663 -0.0962
O 0.2184 2.2355 -1.4955
O -1.0548 -1.6645 1.3136
H -0.9735 -0.5831 1.9728
H -1.5534 3.3812 -0.6287
H -2.1406 -0.0845 -0.4008
H -0.8105 -0.2218 -1.6940
H 1.9172 1.5225 0.7865
H 1.9471 -0.1886 1.0968
H 1.8101 0.4013 -0.5989
H 1.3741 -2.3631 0.3482
H 0.1586 -3.1709 -0.6590
H 1.0431 -1.7763 -1.2949
```

Löwdin population analysis, charges in e, atoms 1 to 6: number 1, C, carries -0.4320; number 2, C, carries 0.0768; number 3, C, carries -0.0127; number 4, C, carries -0.0079; number 5, C, carries -0.4600; number 6, C, carries -0.4504

***

Entry 3:
C6H10O4S | the ωB97M-V functional and the def2-TZVPD basis

Results
LUMO energy   0.0182 hartree
Structure (SMILES)   O=C1OCC[C@@]1(S)[C@@H](O)CO
Energy above the lowest of the compared OMol25 structures with the same formula, charge and spin   22.11 kcal/mol
Spin multiplicity   1

```
21
C6H10O4S | the OMol25 dataset | the ωB97M-V functional and the def2-TZVPD basis
O -2.3943 -1.3436 0.4911
C -1.7769 -0.3227 0.3612
O -2.3419 0.8503 0.7312
C -1.6047 1.9332 0.3067
C -0.2619 1.3976 -0.2827
C -0.4318 -0.1019 -0.3419
S -0.3543 -0.7212 -2.0033
C 0.5106 -0.8242 0.6534
O 0.3783 -2.2239 0.8161
C 2.0119 -0.7862 0.1356
O 2.5960 0.4756 -0.3139
H -1.4313 2.6805 1.1535
H -1.9443 2.4723 -0.5092
H 0.0154 1.6671 -1.2642
H 0.6525 1.6595 0.3805
H -0.9145 -1.8619 -1.7459
H 0.2626 -0.2419 1.5725
H -0.4428 -2.6877 0.8114
H 2.6578 -1.1516 0.9540
H 2.1175 -1.4987 -0.6428
H 2.6961 0.6294 -1.2632
```

Löwdin population analysis, charges in e, atoms 1 to 6: number 1, O, carries 0.1352; number 2, C, carries -0.4657; number 3, O, carries 0.0654; number 4, C, carries -0.1570; number 5, C, carries -0.1410; number 6, C, carries -0.6806

***

Entry 4:
C6H10OS | the ωB97M-V functional and the def2-TZVPD basis

Results
LUMO energy   0.0077 hartree
Structure (SMILES)   CC/C=C/C(=S)OC
Energy above the lowest of the compared OMol25 structures with the same formula, charge and spin   49.69 kcal/mol
Spin multiplicity   1

```
18
C6H10OS | the OMol25 dataset | the ωB97M-V functional and the def2-TZVPD basis
C -1.2525 1.0545 -2.6974
C -1.7836 0.4801 -1.4126
C -0.7511 0.5564 -0.3667
C -0.0674 -0.4516 0.1975
C 0.9339 -0.2661 1.1322
S 2.2675 0.6550 0.6867
O 0.7350 -0.8253 2.2758
C 1.9230 -1.1658 2.9481
H -0.2502 0.6795 -2.8648
H -1.7698 0.6396 -3.5899
H -1.2285 2.1674 -2.7429
H -1.8365 -0.5976 -1.7392
H -2.7650 0.9091 -1.1540
H -0.5404 1.6071 -0.0657
H -0.3275 -1.4969 -0.0801
H 2.4384 -1.9178 2.4061
H 2.6179 -0.3200 3.0937
H 1.6568 -1.7077 3.9732
```

Löwdin population analysis, charges in e, atoms 1 to 6: number 1, C, carries -0.1318; number 2, C, carries -0.2716; number 3, C, carries -0.1220; number 4, C, carries -0.1510; number 5, C, carries -0.8596; number 6, S, carries 0.7230

***

Entry 5:
C6H10S3 | the ωB97M-V functional and the def2-TZVPD basis

Results
LUMO energy   0.0076 hartree
Structure (SMILES)   C=CCSSSCC=C
Energy above the lowest of the compared OMol25 structures with the same formula, charge and spin   0.00 kcal/mol
Spin multiplicity   1

```
19
C6H10S3 | the OMol25 dataset | the ωB97M-V functional and the def2-TZVPD basis
C -4.5887 0.1572 0.0410
C -3.2829 0.5713 -0.4513
C -2.0859 -0.0727 0.2621
S -1.5959 -1.5935 -0.6755
S 0.0021 -2.3828 0.3206
S 1.9335 -1.8271 -0.5324
C 2.1082 -0.1969 0.2829
C 3.1991 0.5575 -0.4719
C 4.4409 0.5741 0.0339
H -4.4441 -0.5995 0.9182
H -5.4813 0.7713 -0.2166
H -2.9762 1.1792 -1.3264
H -1.3666 0.7303 0.0953
H -2.3763 -0.2350 1.3571
H 2.3472 -0.1889 1.3495
H 1.1860 0.3509 0.0580
H 2.9218 0.9229 -1.4649
H 4.9631 0.1085 0.9804
H 5.0960 1.1732 -0.5599
```

Löwdin population analysis, charges in e, atoms 1 to 6: number 1, C, carries 0.0131; number 2, C, carries -0.2439; number 3, C, carries -0.5918; number 4, S, carries 0.4129; number 5, S, carries 0.0861; number 6, S, carries 0.4659

***

Entry 6:
C6H10Si | the ωB97M-V functional and the def2-TZVPD basis

Results
LUMO energy (spin up / spin down)   0.0357 / -0.1046 hartree
Energy above the lowest of the compared OMol25 structures with the same formula, charge and spin   53.59 kcal/mol
Spin multiplicity   3

```
17
C6H10Si | the OMol25 dataset | the ωB97M-V functional and the def2-TZVPD basis
C -3.1436 0.0976 -0.5993
C -1.9365 0.0770 -0.4862
C 0.5876 0.3558 2.7986
C 0.7879 -0.4984 1.8202
C 0.6628 1.5185 -1.1163
C 0.5298 -1.6100 -1.4068
Si 0.0079 -0.0664 -0.4171
H -4.2069 0.2607 -0.5326
H 1.1418 0.2091 3.7459
H -0.1180 1.2023 2.7257
H 1.6857 -1.2727 1.7611
H 1.7471 1.4454 -1.1927
H 0.1951 1.8459 -2.0530
H 0.4037 2.2323 -0.2563
H 0.7702 -1.4948 -2.4098
H 1.4139 -2.1593 -0.9854
H -0.5285 -2.1429 -1.3959
```

Löwdin population analysis, charges in e, atoms 1 to 6: number 1, C, carries -0.0122; number 2, C, carries -0.2230; number 3, C, carries -0.1253; number 4, C, carries -0.1454; number 5, C, carries -0.2583; number 6, C, carries -0.2185

***

Entry 7:
C6H11BO2 | the ωB97M-V functional and the def2-TZVPD basis

Results
LUMO energy   0.0074 hartree
Energy above the lowest of the compared OMol25 structures with the same formula, charge and spin   21.64 kcal/mol
Spin multiplicity   1

```
20
C6H11BO2 | the OMol25 dataset | the ωB97M-V functional and the def2-TZVPD basis
B -1.4575 -0.3205 -0.8265
C 1.0287 0.1949 -0.8006
C 2.0939 0.4146 -1.4976
C 0.4349 0.1050 0.5452
C -3.0242 -0.6206 -0.9466
C 1.0955 -1.0608 1.3042
C 0.6556 1.4383 1.2832
O -0.6434 -0.2246 -1.8593
O -0.9532 -0.1433 0.4541
H 2.1058 0.3771 -2.5711
H 3.0268 0.6485 -1.0021
H -3.4222 -0.9594 0.0043
H -3.2276 -1.3722 -1.7016
H -3.5516 0.2852 -1.2321
H 0.7185 -1.0803 2.3264
H 2.1792 -0.9435 1.3184
H 0.8386 -2.0011 0.8166
H 0.0997 1.4174 2.2165
H 0.2901 2.2629 0.6770
H 1.7123 1.5825 1.4918
```

Löwdin population analysis, charges in e, atoms 1 to 6: number 1, B, carries -0.7531; number 2, C, carries 0.0378; number 3, C, carries 0.0888; number 4, C, carries -0.5531; number 5, C, carries 0.0169; number 6, C, carries 0.0084

***

Entry 8:
C6H11Br2ClOSi | the ωB97M-V functional and the def2-TZVPD basis

Results
LUMO energy   0.0119 hartree
Structure (SMILES)   C[Si](C)(CCl)/C(Br)=C(\Br)CO
Energy above the lowest of the compared OMol25 structures with the same formula, charge and spin   0.00 kcal/mol
Spin multiplicity   1

```
22
C6H11Br2ClOSi | the OMol25 dataset | the ωB97M-V functional and the def2-TZVPD basis
C -1.0246 2.0967 -1.4840
Si -1.0748 0.5512 -0.3785
C -2.1191 0.7935 1.1032
C -1.3834 -1.1379 -1.5275
Cl -2.5844 -0.7541 -2.8728
C 0.9803 0.0747 0.3295
Br 2.3198 1.2739 -0.5512
C 1.3775 -1.0531 0.8936
Br -0.0421 -2.1529 1.5705
C 2.7810 -1.4969 1.0641
O 3.4307 -0.8010 2.0841
H -2.0295 2.4541 -1.8176
H -0.4511 2.7781 -0.8836
H -0.5014 1.9882 -2.5374
H -3.0073 0.2405 1.0924
H -1.5687 0.4404 2.0589
H -2.3852 1.7881 1.2949
H -0.5236 -1.6564 -1.9128
H -1.9672 -1.7488 -0.8057
H 2.7767 -2.4935 1.4673
H 3.2840 -1.2901 0.0141
H 3.7123 0.1056 1.7986
```

Löwdin population analysis, charges in e, atoms 1 to 6: number 1, C, carries -0.2426; number 2, Si, carries 0.6012; number 3, C, carries -0.2026; number 4, C, carries -0.6306; number 5, Cl, carries 0.4240; number 6, C, carries -0.6348

***

Entry 9:
C6H11Br2N2 | the ωB97M-V functional and the def2-TZVPD basis

Results
LUMO energy (spin up / spin down)   -0.2246 / -0.2246 hartree
Energy above the lowest of the compared OMol25 structures with the same formula, charge and spin   35.50 kcal/mol
Spin multiplicity   1
Total charge   +1

```
21
C6H11Br2N2 | the OMol25 dataset | the ωB97M-V functional and the def2-TZVPD basis
C 1.4219 -0.7588 0.8567
C 0.8608 1.4663 -0.0276
C -0.7872 0.0271 0.8759
C 1.2915 -1.4723 -0.5370
C 0.7674 0.6915 -1.4391
C -0.8562 -0.7280 -0.3976
N 0.5707 0.4605 0.9615
N 0.3043 -0.6398 -1.1380
Br -4.3284 1.0379 0.4373
Br -1.6921 -2.3766 -0.2034
H 1.2285 -1.3258 1.7090
H 2.4780 -0.2991 0.9477
H 1.7846 1.8442 0.1428
H 0.0680 2.2254 0.0770
H -1.5334 0.7613 1.0148
H -0.9131 -0.8229 1.6067
H 2.2209 -1.4027 -1.0261
H 1.0210 -2.5637 -0.4520
H -0.0646 1.2367 -1.7864
H 1.6655 0.7333 -1.9917
H -5.5078 1.9057 0.3697
```

Löwdin population analysis, charges in e, atoms 1 to 6: number 1, C, carries -0.0756; number 2, C, carries -0.0657; number 3, C, carries -0.2184; number 4, C, carries -0.1177; number 5, C, carries -0.0292; number 6, C, carries -0.5357

***

Entry 10:
C6H11BrO | the ωB97M-V functional and the def2-TZVPD basis

Results
LUMO energy   0.0298 hartree
Energy above the lowest of the compared OMol25 structures with the same formula, charge and spin   63.48 kcal/mol
Spin multiplicity   1

```
19
C6H11BrO | the OMol25 dataset | the ωB97M-V functional and the def2-TZVPD basis
C -1.9370 0.2941 0.5726
C -0.7798 0.6497 -0.0139
C 0.2485 -1.8231 0.9159
C 0.9343 -1.4471 -1.5568
C 0.0826 2.7882 0.0233
C 0.8077 -0.9635 -0.1318
O -0.4348 1.7382 -0.7204
Br 2.3941 0.0019 0.4914
H -2.7206 1.0027 0.6900
H -2.2453 -0.6810 1.0139
H 0.3039 -1.3838 1.8600
H -0.7131 -2.0577 0.7826
H 0.7684 -2.8184 0.9591
H 0.7334 -0.5109 -2.1246
H 1.9046 -1.9036 -1.7323
H 0.0632 -2.1331 -1.6705
H 1.0803 3.1957 -0.2621
H 0.2274 2.3847 1.0790
H -0.7176 3.6670 -0.1754
```

Löwdin population analysis, charges in e, atoms 1 to 6: number 1, C, carries 0.0421; number 2, C, carries -0.2125; number 3, C, carries -0.2014; number 4, C, carries -0.1354; number 5, C, carries -0.1355; number 6, C, carries -0.7380

***

Entry 11:
C6H11ClFN3O3PS | the ωB97M-V functional and the def2-TZVPD basis

Results
LUMO energy   -0.1353 hartree
Structure (SMILES)   Cc1nn(P(O)Cl)c(CCF)[n+]1S(C)(=O)=O
Spin multiplicity   1
Total charge   +1

```
27
C6H11ClFN3O3PS | the OMol25 dataset | the ωB97M-V functional and the def2-TZVPD basis
C 2.4542 -1.2590 0.9922
C 1.2418 -0.4387 0.8583
N 0.8738 0.3962 1.7450
N -0.3107 0.9340 1.3150
P -1.0729 2.1138 2.4859
O 0.2318 2.9853 2.8064
Cl -2.1734 3.3982 1.3213
C -0.6625 0.4260 0.1547
C -1.8908 0.7143 -0.6057
C -3.0786 0.1197 0.1648
F -2.8861 -1.2413 0.1671
N 0.3046 -0.4489 -0.1791
S 0.4087 -1.4687 -1.5793
C 2.0041 -1.0865 -2.2853
O -0.5844 -1.1043 -2.5239
O 0.3660 -2.8172 -1.1639
H 3.3114 -0.8089 0.5048
H 2.6771 -1.4463 2.0311
H 2.3120 -2.2323 0.5277
H 0.5504 3.3760 1.9744
H -1.8967 0.2578 -1.5880
H -2.0231 1.7774 -0.7534
H -4.0240 0.3895 -0.2874
H -3.0296 0.4152 1.2103
H 2.4104 -1.9907 -2.7135
H 2.6566 -0.6386 -1.5476
H 1.8296 -0.3221 -3.0319
```

Löwdin population analysis, charges in e, atoms 1 to 6: number 1, C, carries 0.0192; number 2, C, carries -0.3119; number 3, N, carries 0.1562; number 4, N, carries -0.1706; number 5, P, carries 0.6379; number 6, O, carries -0.3054

***

Entry 12:
C6H11ClN3S | the ωB97M-V functional and the def2-TZVPD basis

Results
LUMO energy   -0.1374 hartree
Energy above the lowest of the compared OMol25 structures with the same formula, charge and spin   0.00 kcal/mol
Spin multiplicity   1
Total charge   +1

```
22
C6H11ClN3S | the OMol25 dataset | the ωB97M-V functional and the def2-TZVPD basis
C 0.5820 -1.2168 -0.0930
C -0.1370 -2.1779 -0.8639
C 0.8744 2.5118 -0.1664
C 0.5005 1.8691 1.0891
C 1.2880 1.0770 0.1210
C -2.4255 -0.7275 -0.5348
N 0.6918 -0.0108 -0.6107
N 0.9221 -1.4921 1.1794
N -1.8051 0.3361 -0.8773
S -1.8681 -2.3688 -0.2389
Cl 1.0549 -3.0677 1.8738
H -0.0251 -1.9862 -1.9554
H 0.3632 -3.1851 -0.8110
H 0.3722 2.7471 -1.0646
H 1.7131 3.2277 0.1529
H 0.8227 2.2514 1.9963
H -0.5137 1.4149 1.0955
H 2.4178 0.9714 0.2166
H -3.5299 -0.6753 -0.3592
H -0.5958 0.1636 -0.9011
H 1.5277 -0.8906 1.7242
H -2.2300 1.2288 -0.9726
```

Löwdin population analysis, charges in e, atoms 1 to 6: number 1, C, carries -0.5095; number 2, C, carries -0.3857; number 3, C, carries -0.0907; number 4, C, carries -0.1273; number 5, C, carries -0.3191; number 6, C, carries -0.4274

***

| no. | E_tot (a.u.) |
| --- | --- |
| 1 | -535.2416 |
| 2 | -535.4779 |
| 3 | -933.7280 |
| 4 | -707.9711 |
| 5 | -1429.0769 |
| 6 | -523.8006 |
| 7 | -410.5610 |
| 8 | -6208.1180 |
| 9 | -5492.3834 |
| 10 | -2884.3022 |
| 11 | -1924.5925 |
| 12 | -1257.5128 |